{"formula": "C24H30F7N3O27", "method": "wB97M-V/def2-TZVPD", "mol_weight_g_mol": 925.48, "max_force_ev_per_a": 7.03, "e_homo_ha": [-0.47849, -0.47832], "spin_multiplicity": 2, "energy_ev": -104127.3189, "s2": 0.7602, "lumo_energy_ha": [-0.2004, -0.3885], "total_charge": 1, "species": ["C", "C", "O", "C", "O", "O", "F", "H", "H", "H", "C", "C", "O", "C", "O", "O", "F", "H", "H", "H", "C", "C", "O", "C", "O", "O", "F", "H", "H", "H", "C", "C", "O", "C", "O", "O", "F", "H", "H", "H", "C", "C", "O", "C", "O", "O", "F", "H", "H", "H", "C", "C", "O", "C", "O", "O", "F", "H", "H", "H", "C", "C", "O", "C", "O", "O", "F", "H", "H", "H", "C", "N", "O", "O", "H", "H", "H", "C", "N", "O", "O", "H", "H", "H", "C", "N", "O", "O", "H", "H", "H"], "coordinates": [[2.38453, 3.07559, 1.24435], [2.81177, 4.48516, 1.51630], [2.40322, 4.96242, 0.29714], [1.24325, 4.43427, -0.12767], [0.44776, 4.87032, -1.00480], [1.11578, 3.35914, 0.64274], [4.10959, 4.64672, 1.58506], [2.38498, 2.51361, 2.17831], [2.94709, 2.54517, 0.47606], [2.29853, 5.03127, 2.30778], [2.32641, -1.32804, 5.01605], [2.77916, -0.12511, 5.78533], [1.78491, 0.83003, 5.64189], [1.15572, 0.59898, 4.44204], [0.43983, 1.37746, 3.79054], [1.48909, -0.72483, 4.05581], [3.94711, 0.25420, 5.20545], [1.63016, -1.93197, 5.59794], [3.16015, -1.86971, 4.56930], [3.02582, -0.34583, 6.82387], [-1.70372, -2.70362, -2.35250], [-1.99035, -4.17361, -2.62168], [-1.25810, -4.46530, -3.85229], [-1.00515, -3.37356, -4.39475], [-0.44565, -3.17812, -5.45851], [-1.14606, -2.31598, -3.52269], [-3.32945, -4.26074, -2.87142], [-1.09603, -2.56326, -1.45857], [-2.68811, -2.23892, -2.29653], [-1.68499, -4.77509, -1.76548], [0.07464, 0.69116, -4.75927], [-0.59261, 1.97205, -5.16050], [0.41763, 2.86043, -4.72048], [1.05296, 2.37582, -3.62761], [1.81423, 2.97089, -2.89302], [0.69750, 1.01341, -3.56121], [-1.62950, 2.02831, -4.42128], [0.84082, 0.38942, -5.47343], [-0.58180, -0.13308, -4.48031], [-1.01387, 2.06466, -6.16153], [-3.19220, 2.08627, 3.17924], [-3.53351, 3.33048, 2.34219], [-4.30349, 4.02160, 3.30085], [-3.97650, 3.66966, 4.51427], [-4.16491, 4.30252, 5.54925], [-3.35362, 2.57251, 4.46909], [-4.24375, 2.78855, 1.24867], [-2.21424, 1.67490, 2.92931], [-3.88842, 1.25752, 3.05060], [-2.66847, 3.88955, 1.98547], [4.03794, -0.16465, -3.62340], [3.73813, -0.12925, -2.13366], [4.67656, -1.01055, -1.60055], [5.63543, -1.34603, -2.51517], [6.58254, -2.10706, -2.33082], [5.39120, -0.71115, -3.62587], [2.55078, -0.69977, -1.92018], [4.03670, 0.83250, -4.06363], [3.33536, -0.79210, -4.17185], [3.71679, 0.81144, -1.58343], [2.15864, -2.62557, 0.37941], [2.58165, -3.84693, 1.21635], [2.15925, -4.86858, 0.43846], [1.33963, -4.43581, -0.53584], [0.87982, -5.16642, -1.42235], [1.07862, -3.17353, -0.41348], [2.03294, -3.71920, 2.40779], [2.92433, -2.23095, -0.28849], [1.75998, -1.80898, 0.98138], [3.66137, -3.98816, 1.26496], [-5.05512, 1.50392, -1.52924], [-6.49025, 1.49590, -1.99252], [-6.98941, 2.60698, -2.24665], [-6.95493, 0.40467, -2.31045], [-5.05135, 2.18629, -0.67926], [-4.66295, 1.86712, -2.47918], [-4.64743, 0.53172, -1.25225], [-2.17132, -3.07833, 3.43994], [-1.53298, -2.92396, 2.12575], [-1.15776, -3.94234, 1.57672], [-1.51551, -1.85137, 1.62216], [-1.49454, -3.47532, 4.19656], [-3.07026, -3.68370, 3.32374], [-2.63326, -2.15186, 3.78107], [0.05897, 0.38390, 0.11698], [-1.33743, 0.59970, -0.37386], [-1.46224, 0.79480, -1.56927], [-2.29723, 0.54534, 0.42378], [0.19411, 0.87397, 1.08117], [0.79625, 0.76046, -0.59205], [0.11883, -0.70445, 0.11785]]}

=====

{"formula": "C24H30N10O3STi", "method": "wB97M-V/def2-TZVPD", "mol_weight_g_mol": 586.51, "max_force_ev_per_a": 0.88, "e_homo_ha": [-0.45983, -0.46937], "spin_multiplicity": 1, "energy_ev": -80355.0208, "e_above_lowest_ev": 0.429, "lumo_energy_ha": [-0.1967, -0.2021], "total_charge": 2, "species": ["Ti", "N", "N", "C", "N", "N", "N", "O", "O", "H", "H", "H", "H", "H", "C", "C", "O", "N", "C", "C", "C", "C", "C", "C", "N", "H", "H", "H", "H", "H", "H", "H", "H", "H", "H", "N", "C", "C", "N", "C", "H", "H", "H", "H", "N", "S", "C", "C", "C", "C", "C", "C", "C", "C", "C", "C", "C", "C", "H", "H", "H", "H", "H", "H", "H", "H", "H", "H", "H"], "coordinates": [[0.20112, -1.55659, 0.51550], [-0.48132, 0.82598, 3.31726], [0.88495, 1.15395, 3.33818], [1.77500, 0.27273, 2.80001], [3.07579, 0.52578, 2.97629], [1.30748, -0.81235, 2.22069], [2.09415, -1.46351, 1.24896], [3.23291, -1.12217, 0.86888], [1.62482, -2.73245, 1.18679], [-1.00506, 1.69235, 3.28084], [-0.73550, 0.32684, 4.16600], [1.22257, 1.69873, 4.12148], [3.36270, 1.44099, 3.28123], [3.70688, -0.01423, 2.38922], [1.57389, -2.63978, -3.62948], [0.70197, -2.74509, -2.41847], [0.96266, -2.08774, -1.39681], [-0.36526, -3.54801, -2.47492], [-1.24689, -3.76854, -1.33966], [-2.22111, -2.63763, -1.10506], [-3.54941, -2.74272, -1.48113], [-4.41156, -1.68398, -1.23555], [-3.92084, -0.54551, -0.61794], [-2.58190, -0.51213, -0.27308], [-1.74978, -1.52990, -0.50829], [2.59666, -2.46039, -3.30812], [1.24170, -1.78268, -4.21872], [1.52914, -3.52940, -4.25344], [-0.51063, -4.08778, -3.31297], [-0.64263, -3.95410, -0.44297], [-1.79962, -4.68762, -1.52246], [-3.90505, -3.64584, -1.95789], [-5.45224, -1.75276, -1.52196], [-4.55613, 0.30270, -0.40756], [-2.15670, 0.36109, 0.20931], [-2.50292, -3.17346, 3.59506], [-1.53136, -4.14358, 3.62002], [-0.61904, -3.77697, 2.68407], [-1.02889, -2.60071, 2.08573], [-2.16755, -2.26899, 2.66155], [-3.32691, -3.14067, 4.17362], [-1.57342, -4.98178, 4.29155], [0.31566, -4.24189, 2.42415], [-2.76406, -1.40049, 2.43839], [0.65002, 0.33925, -0.33513], [0.14968, 1.83053, -0.07109], [-0.27777, 2.57004, -1.63567], [-1.57995, 3.01741, -1.79574], [-1.95556, 3.58903, -3.00544], [-1.03087, 3.69897, -4.03090], [0.27507, 3.24759, -3.85830], [0.66019, 2.68551, -2.65536], [1.57814, 2.81446, 0.36587], [1.35469, 4.14790, 0.68802], [2.43588, 4.95030, 1.00950], [3.72053, 4.41843, 1.00764], [3.92629, 3.08406, 0.69386], [2.84983, 2.26552, 0.37294], [1.41513, 0.27319, -1.00287], [-2.29112, 2.93448, -0.98242], [-2.96462, 3.95315, -3.14089], [-1.32178, 4.14834, -4.97066], [0.99264, 3.35290, -4.66037], [1.68361, 2.36135, -2.50537], [0.35250, 4.56014, 0.67494], [2.27841, 5.99079, 1.25752], [4.56396, 5.05002, 1.25128], [4.92732, 2.67405, 0.69382], [3.00350, 1.21290, 0.16653]]}